13
Properties=species:S:1:pos:R:3:forces:R:3 method="wB97M-V/def2-TZVPD" relative_energy_kj_mol=196.97 smiles="[H]/N=C(/N)N(Cl)C=C" homo_ev=-8.806 total_energy_ev=-20198.6901
Cl 1.52372 -1.42660 -0.44516 0.1 0.2 0.0
N -2.00721 0.09648 -0.02693 -1.4 0.7 0.0
N 0.35815 -0.20707 -0.12284 -0.9 -0.8 -0.8
N -1.10427 -1.32584 -1.58108 0.3 -1.4 -0.7
C 0.60740 0.60193 0.97634 3.5 0.9 -3.1
C 1.69461 1.38489 1.02536 -0.4 -0.8 2.1
C -0.99954 -0.48305 -0.49424 0.9 0.0 -1.0
H 2.56882 1.42184 0.39670 -0.3 -0.2 -0.5
H -2.00008 0.95413 0.52075 0.7 -0.6 0.0
H -1.94513 -1.35846 -2.19390 1.0 0.2 1.5
H -0.39636 -2.07587 -1.71779 -1.1 1.2 0.1
H -0.14509 0.64023 1.63480 -2.5 0.1 2.7
H 1.84499 1.77741 2.02802 0.0 0.6 -0.3

***

13
Properties=species:S:1:pos:R:3:forces:R:3 method="wB97M-V/def2-TZVPD" relative_energy_kj_mol=439.81 homo_ev="-7.565 / -7.573" total_energy_ev=-20196.1732
Cl -3.39228 0.68415 -0.01711 0.9 -0.6 -0.4
N 0.82510 -1.34815 0.65034 2.5 2.0 1.7
N -0.14255 -1.60173 -0.15927 0.2 -1.9 -2.5
N -1.16337 -0.88224 -0.42319 -1.8 3.0 1.1
C -1.72505 0.17091 0.25470 0.1 -0.5 -0.3
C 1.26139 0.81918 -0.28462 1.0 0.2 -4.6
C 1.59322 -0.26664 0.56431 -2.1 -2.8 2.3
H 2.30322 -0.17871 1.39379 0.1 -0.2 -0.6
H 1.26258 0.46383 -1.47196 0.4 0.8 2.7
H 1.89201 1.69105 -0.16341 0.1 0.1 -0.2
H -1.38440 0.52164 1.23397 0.3 -0.6 -0.6
H 0.23589 1.05505 -0.23994 -1.4 0.8 0.5
H -1.56575 -1.12833 -1.33760 -0.3 -0.1 0.8

***

14
Properties=species:S:1:pos:R:3:forces:R:3 method="wB97M-V/def2-TZVPD" relative_energy_kj_mol=403.69 homo_ev=-9.898 total_energy_ev=-23358.6414
Cl 1.39507 -0.53198 3.26940 -0.1 -1.1 2.1
O 0.20876 -0.73693 -0.52562 -0.3 -0.3 -1.1
O -1.04879 1.11457 0.01886 1.5 -2.1 -2.5
O -1.38658 1.65998 -2.61669 -5.4 -0.6 3.7
N -0.78427 0.55267 -2.15803 2.1 -1.4 -0.3
C 1.18208 -0.12577 1.62973 -0.3 2.8 -1.0
C 0.41796 -1.17419 0.82159 3.6 -1.4 1.0
C -0.51175 0.34581 -0.84949 -2.8 2.7 3.5
H 2.21286 0.20302 1.36498 -0.8 -0.8 -1.0
H 0.60015 0.79621 1.61424 0.0 0.0 0.0
H -2.56849 1.49006 -1.85567 4.2 1.4 -2.9
H -0.65282 -0.13372 -2.87491 0.3 -0.4 0.0
H 1.41941 -1.91217 0.69523 -3.6 0.7 0.1
H -0.48359 -1.54755 1.46637 1.5 0.5 -1.8

***

13
Properties=species:S:1:pos:R:3:forces:R:3 method="wB97M-V/def2-TZVPD" relative_energy_kj_mol=363.95 homo_ev="-8.565 / -8.565" total_energy_ev=-30099.6946
Cl 0.74707 -2.20321 -0.19512 1.1 0.8 0.5
S -1.75011 0.29777 0.12140 -0.5 -1.4 -1.6
O -2.31692 -0.85652 -0.69434 0.7 1.6 1.1
N -0.83295 -0.24687 1.41234 1.6 -2.4 -0.5
C -0.28376 0.87044 -0.95748 0.5 -1.8 0.3
C 1.02338 0.68083 -0.11122 -0.3 -0.8 -1.4
C 1.09492 -0.68690 0.60952 -5.1 1.6 -2.2
H 0.93455 1.26611 0.79142 0.6 1.1 -0.2
H 1.84211 0.93294 -0.86353 -0.5 -0.4 1.5
H -0.31598 0.07084 -1.70809 -0.1 -0.3 0.3
H -1.19538 -1.26173 1.65475 0.7 2.5 -0.7
H 1.44427 -0.59410 1.57902 1.3 -0.9 1.6
H -0.39119 1.73038 -1.63867 0.0 0.4 1.2

***

13
Properties=species:S:1:pos:R:3:forces:R:3 method="wB97M-V/def2-TZVPD" relative_energy_kj_mol=0.00 homo_ev="-7.684 / -9.696" total_energy_ev=-30098.7666 multiplicity=3 s2=2.01
Cl 3.61756 -0.29226 0.52419 1.9 -0.8 1.8
S 1.19043 -1.96322 -0.22007 -1.0 -0.3 -0.4
O 3.04423 1.94574 -0.59845 0.5 2.4 -0.1
N 0.76880 -0.64742 -1.10730 2.0 -1.8 -0.2
C -0.30093 0.54754 0.71809 0.0 -5.0 0.6
C 2.84386 0.82920 -0.45254 -1.1 -0.6 -1.3
C -0.41451 -0.02405 -0.73686 1.1 0.3 3.8
H 0.45168 1.20794 0.83939 2.6 2.2 0.2
H -0.46626 0.75417 -1.37711 -1.0 2.6 -2.1
H 2.43490 -2.04997 -0.68033 0.0 -0.3 -0.3
H -0.14361 -0.29238 1.53621 0.1 1.2 -1.9
H -1.15077 0.95611 1.09305 -2.9 1.6 0.5
H -1.23818 -0.63836 -0.74035 -2.2 -1.5 -0.4

***

12
Properties=species:S:1:pos:R:3:forces:R:3 method="wB97M-V/def2-TZVPD" relative_energy_kj_mol=197.52 smiles="CCNC(=S)Cl" homo_ev=-9.140 total_energy_ev=-28054.3178
Cl -3.22444 -1.13113 0.30642 0.5 -0.6 0.0
S -1.54255 -3.65269 0.44235 -0.6 0.7 -0.2
N -0.60220 -1.16071 1.28309 -2.0 -0.9 -3.0
C 0.12210 -0.06681 -0.97189 -2.5 2.0 3.1
C -1.79310 -2.06756 0.57255 3.8 1.6 2.4
C -0.38121 0.15425 0.54700 -2.7 -0.6 -1.9
H 0.83989 -0.75414 -0.93543 3.2 -2.9 -0.1
H -1.41402 0.68011 0.39070 1.8 -0.9 0.8
H 0.29732 -1.70897 1.21380 -1.6 0.3 0.0
H -0.67972 -0.46514 -1.53744 -0.9 -0.3 -0.6
H 0.49414 0.81258 -1.42099 0.3 1.1 -0.4
H 0.19183 0.77882 1.20385 0.6 0.3 0.0

***

12
Properties=species:S:1:pos:R:3:forces:R:3 method="wB97M-V/def2-TZVPD" relative_energy_kj_mol=262.57 homo_ev=-8.298 total_energy_ev=-28053.6437
Cl 0.34089 -0.55068 -0.88703 -1.0 -5.0 -0.6
S 1.22520 1.64784 1.38998 -0.1 -0.1 0.0
N -0.34899 2.71201 -0.46326 -0.1 0.2 0.3
C 0.52571 1.77213 -0.08629 0.3 2.4 -0.3
C -0.43066 -2.90160 0.18301 0.1 0.2 0.0
C 0.13139 -1.71903 0.37808 -0.2 -0.8 0.0
H 0.74667 1.06084 -0.88363 0.8 3.0 0.5
H -0.62441 3.42610 0.19909 -0.1 -0.2 -0.1
H -0.74445 2.73159 -1.39175 0.1 0.0 0.2
H -0.53175 -3.58848 1.01774 0.0 0.1 -0.1
H -0.79580 -3.21318 -0.78953 0.1 0.0 0.1
H 0.50620 -1.37754 1.33359 0.0 0.2 -0.1

***

12
Properties=species:S:1:pos:R:3:forces:R:3 method="wB97M-V/def2-TZVPD" relative_energy_kj_mol=349.87 homo_ev="-7.493 / -7.460" total_energy_ev=-27063.7246
Cl 1.33332 0.39699 1.53870 0.8 -0.1 0.5
P -0.80725 2.18602 0.40939 -0.1 1.1 0.3
O -2.56583 0.04689 0.22003 0.4 0.4 -0.1
C -1.50000 0.53356 0.26342 1.4 -2.9 0.6
C 1.01348 -1.26511 -0.60891 0.2 -0.1 0.1
C 0.45800 -0.83150 0.69956 -2.9 1.5 -0.8
H 0.04418 -1.57832 1.36172 0.1 0.0 0.1
H 1.89111 -1.90450 -0.47422 0.1 0.0 -0.1
H 1.31665 -0.40682 -1.20535 0.0 0.0 -0.1
H 0.26235 -1.83327 -1.15469 0.0 0.0 0.0
H -1.66470 2.71356 -0.55778 -0.4 0.2 -0.2
H 0.21871 1.94250 -0.49187 0.4 -0.1 -0.2

***

11
Properties=species:S:1:pos:R:3:forces:R:3 method="wB97M-V/def2-TZVPD" relative_energy_kj_mol=88.27 smiles=C[C@@H](F)CF homo_ev=-11.469 total_energy_ev=-8642.6071
F 1.88253 -0.18853 0.10406 0.7 -0.3 1.2
F -1.49986 -1.11764 -0.04983 0.3 1.1 -0.1
C 0.78023 -0.99558 -0.11920 0.8 0.0 -3.9
C -0.51600 1.21590 -0.06618 0.5 -0.2 -0.7
C -0.42400 -0.27167 0.36328 -0.7 -0.6 1.5
H -0.24398 1.95220 0.71621 -0.4 -0.8 -0.1
H -0.40080 -0.42640 1.45724 -0.3 0.7 -0.2
H 0.87245 -2.06415 0.19916 0.2 1.1 0.3
H 0.80246 -0.97649 -1.27112 -0.7 -0.6 1.4
H -1.50721 1.46219 -0.48648 0.4 -0.2 0.3
H 0.25418 1.41017 -0.84715 -0.7 -0.3 0.2

***

13
Properties=species:S:1:pos:R:3:forces:R:3 method="wB97M-V/def2-TZVPD" relative_energy_kj_mol=233.11 homo_ev="-8.846 / -8.845" total_energy_ev=-18230.6169
I 2.64365 0.93017 0.24426 0.0 0.0 0.1
F 1.86176 -1.80570 0.88508 -0.6 0.8 -0.9
F 1.72838 -1.32564 -1.24440 -0.3 -0.3 0.2
N -0.47150 -0.42318 0.18093 3.2 -0.7 1.6
C -0.92369 -0.14972 -1.12991 -0.7 3.6 1.3
C 1.52772 -0.86420 -0.02238 -2.8 1.0 1.0
C -0.69894 0.74455 1.08246 -1.9 -1.0 0.3
H -0.41091 1.84988 0.85611 -0.5 -2.0 -0.4
H -2.03688 0.04607 -1.05871 1.0 -0.6 -0.3
H -0.21424 0.46369 2.00580 0.0 0.2 0.5
H -0.64478 -0.92204 -1.75796 0.2 -1.2 -1.7
H -1.89137 0.59248 1.28007 2.7 0.9 -0.4
H -0.46920 0.86363 -1.32137 -0.4 -0.8 -1.3

***

12
Properties=species:S:1:pos:R:3:forces:R:3 method="wB97M-V/def2-TZVPD" relative_energy_kj_mol=212.80 charge=+1 homo_ev=-14.424 total_energy_ev=-10121.9603
F -0.48244 3.09240 1.54749 -0.4 -0.8 1.4
F -0.72658 -0.54695 1.18134 -1.2 -1.9 0.3
N 0.46648 -1.03809 -1.21040 -0.1 2.3 2.2
C -0.68745 1.94515 2.22416 -0.1 -0.7 -4.4
C -0.15257 0.49721 0.66722 1.9 1.7 -0.9
C 0.56174 0.25255 -0.51615 -1.3 1.7 2.7
H 1.28018 0.85460 -1.04968 -0.4 0.7 0.4
H -0.20941 -1.60102 -0.82382 -1.6 -2.3 2.0
H 0.09234 -0.88234 -2.07063 -0.8 0.7 -3.8
H 0.11710 1.68385 2.90627 -0.4 0.1 0.2
H 1.35490 -1.40913 -1.24569 2.3 -1.8 -0.3
H -1.80765 1.68677 2.31648 2.1 0.3 0.1

***

13
Properties=species:S:1:pos:R:3:forces:R:3 method="wB97M-V/def2-TZVPD" relative_energy_kj_mol=44.96 smiles=F[C@@H]1NC[C@@H](F)N1 homo_ev=-9.178 total_energy_ev=-11622.8680
F -1.95492 -0.62882 -0.67790 0.3 -0.2 -0.2
F 2.29321 -0.70594 -0.21459 1.5 -0.8 0.7
N 0.08613 -1.15590 0.49098 0.8 1.0 -0.4
N 0.67493 0.90678 -0.30450 -2.8 -1.9 1.4
C -0.59039 0.95853 0.55417 1.0 0.9 -1.0
C -1.14551 -0.46154 0.43329 0.8 0.7 2.2
C 0.99926 -0.49126 -0.40886 -2.2 1.3 -2.0
H -0.51941 1.22744 1.62358 0.4 -0.1 -0.5
H 1.43535 1.52186 -0.29620 0.8 1.0 0.6
H -1.19035 1.67751 0.04421 -0.9 0.5 0.0
H 0.72654 -0.73303 -1.45085 0.8 -0.7 0.0
H -1.70166 -0.76649 1.34004 -0.3 0.3 -0.7
H 0.05250 -2.12092 0.36648 -0.2 -1.9 -0.3

***

13
Properties=species:S:1:pos:R:3:forces:R:3 method="wB97M-V/def2-TZVPD" relative_energy_kj_mol=735.24 homo_ev="-11.558 / -10.475" total_energy_ev=-11615.7137
F 0.28875 0.31067 3.19950 -0.7 0.0 -1.2
F -0.80171 -2.06652 2.01048 -0.2 1.5 -0.6
N -0.23057 0.53975 1.91430 0.9 0.6 1.0
N -1.14573 -0.17377 1.36449 -1.8 -1.5 1.6
C 0.16164 -0.05906 0.70983 1.8 -2.4 -0.5
C 0.37227 0.70171 -0.51953 -1.6 2.6 -1.8
C 0.01666 -0.02737 -1.84186 2.7 -0.8 0.1
H -0.91852 -0.38719 -1.74046 -3.4 -1.3 0.1
H 0.06352 0.47593 -2.81907 0.2 0.6 0.8
H 0.66242 -0.94278 -1.97619 -0.4 0.9 0.3
H -0.28930 1.60510 -0.33659 0.6 -0.7 -0.8
H 1.31686 1.11548 -0.76835 1.4 0.2 1.0
H 0.50371 -1.09196 0.80346 0.6 0.3 -0.2

***

14
Properties=species:S:1:pos:R:3:forces:R:3 method="wB97M-V/def2-TZVPD" relative_energy_kj_mol=289.57 homo_ev=-9.481 total_energy_ev=-13667.3076
F -2.37598 -0.93109 -0.08116 -1.6 -1.4 -1.2
F -1.06437 -0.39691 1.47345 0.0 0.9 0.0
O 2.23481 -0.17031 0.60394 0.8 -5.1 3.7
N 0.16347 1.50417 -0.06104 1.4 0.5 -0.4
N 1.59391 -1.29414 -0.11571 -1.6 1.2 -0.3
C 0.43089 -1.01770 -0.60109 1.0 0.2 -0.1
C -1.61216 0.07337 0.27868 0.5 0.6 1.1
C -0.40711 0.25481 -0.68759 0.2 1.3 1.1
H -0.76964 0.34008 -1.80219 0.7 0.4 2.2
H 0.82704 1.38179 0.76177 -1.6 -0.8 -1.4
H 0.77703 2.03170 -0.68869 -0.5 -0.4 -0.2
H -0.07586 -1.83940 -1.11003 0.5 -0.2 0.1
H -2.27043 0.97906 0.53280 1.4 -1.1 -0.7
H 2.54840 -0.91544 1.49688 -1.1 3.9 -4.0

***

13
Properties=species:S:1:pos:R:3:forces:R:3 method="wB97M-V/def2-TZVPD" relative_energy_kj_mol=421.36 homo_ev="-8.240 / -9.844" total_energy_ev=-12734.1298
F 0.64183 2.80190 2.71986 -0.1 0.3 0.1
F -1.26205 2.83231 1.64075 -0.1 0.3 0.2
O 0.59007 0.92363 0.07048 0.6 1.5 -0.2
O 0.37844 -0.86781 1.48435 0.1 -0.2 0.4
C -0.11159 -0.12847 0.38451 -1.2 -1.3 0.2
C 0.02133 3.06815 1.60443 0.3 -1.7 -0.7
C -0.23450 -1.08793 -0.85479 0.2 0.6 0.3
H -1.16616 0.10859 0.65428 0.2 0.2 0.0
H 0.76777 -1.34963 -1.17995 0.1 -0.1 -0.1
H 1.31725 -0.67152 1.58081 0.0 0.1 -0.1
H -0.75375 -0.56802 -1.65289 -0.1 0.0 -0.1
H -0.77961 -1.97342 -0.54630 0.0 0.0 0.0
H 0.45035 3.72643 0.87411 -0.1 0.3 0.1

***

12
Properties=species:S:1:pos:R:3:forces:R:3 method="wB97M-V/def2-TZVPD" relative_energy_kj_mol=274.10 homo_ev=-9.187 total_energy_ev=-19475.6673
S -1.96248 -0.91762 -0.34309 3.4 0.1 1.7
F 2.34376 -0.21218 -0.55616 -0.9 -1.5 -0.5
F 1.05358 -1.42353 0.76430 0.7 -1.7 1.4
C 1.01194 -0.69103 -0.35544 2.5 0.8 0.3
C -1.16332 0.73020 0.26194 -1.9 -0.3 3.1
C 0.38035 0.56901 0.03194 -1.9 5.8 -2.1
H -1.78588 1.58919 -0.23068 1.8 -1.6 0.6
H 0.53673 1.20123 -0.94646 0.0 -0.8 1.7
H 0.92502 1.18021 0.87099 -0.6 -1.8 -1.6
H 0.66783 -1.40014 -1.15634 0.6 1.5 0.2
H -0.61838 -1.58282 0.08431 -4.3 0.6 -0.7
H -1.38916 0.95748 1.57469 0.6 -1.1 -4.1

***

14
Properties=species:S:1:pos:R:3:forces:R:3 method="wB97M-V/def2-TZVPD" charge=+1 homo_ev="-13.049 / -15.810" total_energy_ev=-24229.9756 multiplicity=3 s2=2.01
S -0.02282 0.95328 0.47327 -2.6 -0.7 0.5
F 4.46325 -0.01821 -1.58610 0.6 0.0 -1.5
F 3.45610 -0.58518 0.15777 0.8 -0.6 0.0
F 1.44510 0.25784 0.09804 1.0 -0.5 -0.6
O 3.97458 1.50475 -0.06843 0.1 3.5 0.6
C 0.11645 0.75384 2.22114 -2.2 4.1 1.4
C 3.97606 0.45270 -0.50633 -0.3 -3.3 0.9
C -1.03766 -0.45477 -0.13352 0.8 0.0 -2.7
H -0.82373 -1.22398 0.56282 0.7 -0.7 1.0
H -0.89262 0.91778 2.73113 1.1 -0.1 -1.0
H 0.40810 -0.19540 2.46085 1.4 -2.6 0.2
H -2.04716 -0.16471 0.02316 -0.9 0.3 -0.4
H 0.76690 1.55175 2.61748 0.1 -0.6 -0.2
H -0.75300 -0.86861 -1.18714 -0.6 1.2 1.8

***

11
Properties=species:S:1:pos:R:3:forces:R:3 method="wB97M-V/def2-TZVPD" relative_energy_kj_mol=580.29 homo_ev="-9.360 / -8.073" total_energy_ev=-7408.8474
F -0.82910 -1.75185 -1.31341 0.3 0.3 0.2
N -1.45989 -0.52579 -1.08609 -1.4 -0.3 0.9
C -0.60929 0.49683 -1.55230 1.6 -0.6 -0.3
C -0.11576 0.44714 1.46260 2.2 -0.4 1.6
C -1.29564 -0.01085 1.36157 -0.5 0.1 -0.9
H 0.07825 0.03724 -2.30009 -0.3 0.7 0.3
H 0.00516 0.88548 -0.68906 -0.4 0.1 -1.3
H 0.53081 0.29746 0.60153 0.4 0.2 -0.2
H 0.53432 0.69956 2.35546 -1.3 0.0 -0.7
H -2.31973 -0.21785 1.29627 -0.7 -0.3 0.3
H -1.22755 1.26884 -1.99812 0.0 0.2 0.1

***

11
Properties=species:S:1:pos:R:3:forces:R:3 method="wB97M-V/def2-TZVPD" relative_energy_kj_mol=160.22 smiles=FC[C@@H]1CN1 homo_ev=-9.805 total_energy_ev=-7413.2011
F 2.24660 0.67466 0.09440 0.0 -1.1 0.3
N -0.87283 1.18857 0.10899 0.9 1.7 1.1
C 0.00496 0.12950 0.48984 0.1 -4.0 5.0
C -1.25424 -0.15893 -0.10351 -3.0 -0.7 -1.9
C 1.27335 -0.35096 -0.12150 0.5 0.3 2.5
H -0.19204 -0.36356 1.61672 1.3 2.3 -2.4
H -0.38423 1.54695 -0.68003 -0.2 0.8 -1.1
H 1.50600 -1.37953 0.41133 0.1 2.2 -1.3
H -1.45354 -0.42712 -1.10585 0.6 -0.5 -1.3
H -2.11652 -0.46652 0.45386 -0.1 -0.2 0.8
H 1.24248 -0.39306 -1.16426 -0.2 -0.6 -1.7

***

11
Properties=species:S:1:pos:R:3:forces:R:3 method="wB97M-V/def2-TZVPD" relative_energy_kj_mol=186.19 homo_ev=-10.039 total_energy_ev=-7412.9320
F -0.95432 1.09419 2.00021 0.9 -2.7 -0.8
N -0.16096 0.29743 -1.74491 3.8 -0.1 -0.8
C -0.22910 -0.63031 0.43797 1.5 -3.0 1.9
C 0.62252 0.23546 -0.29636 0.7 3.0 -2.5
C -0.71414 -0.28569 1.59356 -3.6 1.0 3.2
H 0.47522 -0.27736 -2.44680 -1.6 0.8 2.0
H 0.48779 1.25814 0.37161 1.1 -2.0 -2.6
H 1.75776 -0.17054 -0.41338 -2.8 1.2 0.4
H 0.05324 1.20294 -2.22229 -0.4 -0.3 1.0
H -0.07155 -1.72989 0.39390 -0.6 0.7 -0.4
H -1.26645 -0.99436 2.32650 1.1 1.5 -1.3